Entry 1:
Density functional theory data (wB97M-V/def2-TZVPD) for a cluster of 2 separate species, C2H4BrFO in total at a distorted geometry.

Properties
HOMO energy = -8.53 eV
Gap between HOMO and LUMO = 7.562 eV
LUMO energy = -1.0 eV
ΔE to the lowest compared entry with this formula, charge and spin = 162.24 kJ/mol

CARTESIAN COORDINATES (ANGSTROEM)
1 C 0.61 0.89 -0.38
2 C 0.03 -0.51 -0.01
3 O 0.17 -1.11 1.10
4 F -0.15 -1.19 -1.11
5 Br -2.64 0.45 0.53
6 H 0.66 0.87 -1.47
7 H 0.02 1.56 0.16
8 H 1.67 0.98 0.00
9 H -0.36 -1.94 1.18

---

Entry 2:
Density functional theory data (wB97M-V/def2-TZVPD) for the molecule C23H23N3O5 at a distorted geometry.

Properties
HOMO energy = -7.07 eV
Gap between HOMO and LUMO = 7.327 eV
SMILES = Cc1ccc(C(=O)OCC(=O)Nc2ccc(N(C)C)cc2)cc1NC(=O)c1ccco1
LUMO energy = 0.3 eV
ΔE to the lowest compared entry with this formula, charge and spin = 257.49 kJ/mol

CARTESIAN COORDINATES (ANGSTROEM)
1 C 4.91 3.16 0.49
2 C 3.77 2.41 -0.12
3 C 2.63 3.08 -0.53
4 C 1.56 2.41 -1.10
5 C 1.62 1.03 -1.25
6 C 2.75 0.33 -0.85
7 C 3.82 1.01 -0.29
8 N 4.98 0.34 0.13
9 C 5.32 -0.97 -0.04
10 O 4.65 -1.81 -0.61
11 C 6.64 -1.28 0.54
12 C 7.31 -2.48 0.57
13 C 8.52 -2.22 1.25
14 C 8.50 -0.90 1.57
15 O 7.37 -0.32 1.15
16 H 9.21 -0.28 2.09
17 H 9.30 -2.93 1.46
18 H 6.96 -3.40 0.16
19 H 5.66 0.91 0.60
20 H 2.80 -0.74 -0.98
21 C 0.46 0.34 -1.86
22 O -0.48 0.92 -2.37
23 O 0.56 -0.99 -1.79
24 C -0.44 -1.78 -2.43
25 C -1.69 -2.01 -1.57
26 O -1.97 -3.12 -1.16
27 N -2.40 -0.88 -1.38
28 C -3.58 -0.70 -0.64
29 C -4.11 0.59 -0.58
30 C -5.28 0.84 0.12
31 C -5.96 -0.18 0.79
32 C -5.41 -1.47 0.71
33 C -4.25 -1.73 0.02
34 H -3.85 -2.73 -0.02
35 H -5.89 -2.30 1.20
36 N -7.10 0.08 1.52
37 C -7.77 1.34 1.36
38 H -8.66 1.36 1.97
39 H -7.12 2.16 1.69
40 H -8.06 1.53 0.32
41 C -7.88 -1.03 2.02
42 H -8.26 -1.67 1.21
43 H -8.74 -0.64 2.57
44 H -7.29 -1.63 2.71
45 H -5.65 1.85 0.13
46 H -3.61 1.40 -1.09
47 H -2.03 -0.03 -1.80
48 H -0.73 -1.31 -3.38
49 H 0.04 -2.74 -2.62
50 H 0.67 2.94 -1.42
51 H 2.58 4.15 -0.40
52 H 5.82 3.03 -0.09
53 H 5.10 2.84 1.51
54 H 4.68 4.23 0.51

---

Entry 3:
Density functional theory data (wB97M-V/def2-TZVPD) for a cluster of 2 separate species, C6H14 in total.

Properties
HOMO energy = -7.86 eV
Gap between HOMO and LUMO = 8.598 eV
LUMO energy = 0.7 eV
ΔE to the lowest compared entry with this formula, charge and spin = 439.49 kJ/mol

CARTESIAN COORDINATES (ANGSTROEM)
1 C -0.52 0.27 2.14
2 C 0.51 0.13 1.03
3 C -0.11 -0.06 -1.63
4 C 0.59 1.47 0.24
5 C 1.02 -1.03 -1.65
6 C -1.40 -0.58 -1.12
7 H -1.54 0.24 1.73
8 H -0.40 1.23 2.64
9 H -0.44 -0.53 2.88
10 H 1.51 -0.04 1.43
11 H 0.28 -0.81 0.52
12 H 0.90 2.17 1.02
13 H 1.32 1.56 -0.57
14 H -0.36 1.86 -0.16
15 H 1.99 -0.54 -1.48
16 H 1.01 -1.29 -2.71
17 H 0.97 -1.95 -1.04
18 H -2.04 0.20 -0.70
19 H -1.43 -1.47 -0.48
20 H -1.86 -0.82 -2.10

---

Entry 4:
Density functional theory data (wB97M-V/def2-TZVPD) for a structure of composition C13H10Cl15NO8S2 at a distorted geometry.

Properties
HOMO energy = -2.44 eV
Gap between HOMO and LUMO = 5.471 eV
LUMO energy = 3.0 eV
Net charge = -2

CARTESIAN COORDINATES (ANGSTROEM)
1 O 4.21 -2.94 2.35
2 C 3.47 -2.85 1.40
3 O 2.88 -3.99 0.88
4 S 1.29 -3.85 0.42
5 O 0.72 -5.12 0.74
6 O 1.27 -3.63 -1.01
7 N 0.67 -2.69 1.33
8 S -0.79 -2.13 0.79
9 O -1.56 -3.12 0.09
10 O -1.52 -1.68 1.98
11 C -0.64 -0.62 -0.32
12 O -1.15 -0.71 -1.44
13 O -0.09 0.39 0.14
14 C 3.25 -1.49 0.77
15 C 2.97 -0.40 1.55
16 C 2.74 0.79 0.90
17 C 2.81 0.86 -0.46
18 C 3.11 -0.23 -1.24
19 C 3.31 -1.43 -0.60
20 H 2.93 -0.51 2.63
21 H 2.49 1.66 1.50
22 H 2.62 1.81 -0.96
23 H 3.18 -0.16 -2.33
24 H 3.51 -2.35 -1.16
25 C -1.92 2.33 2.89
26 Cl -1.09 3.40 1.77
27 Cl -0.78 1.27 3.71
28 Cl -2.86 3.27 4.08
29 H -2.62 1.72 2.33
30 C -5.13 0.86 0.17
31 Cl -4.29 1.93 -0.95
32 Cl -3.99 -0.19 0.99
33 Cl -6.08 1.81 1.34
34 H -5.81 0.24 -0.40
35 C -9.41 3.60 1.15
36 Cl -10.88 2.63 1.16
37 Cl -9.54 4.92 -0.01
38 Cl -9.06 4.22 2.77
39 H -8.58 2.97 0.85
40 C 4.40 4.55 -2.15
41 Cl 2.74 4.25 -2.67
42 Cl 4.75 3.69 -0.66
43 Cl 5.54 4.09 -3.42
44 H 4.51 5.61 -1.97
45 C 3.59 -4.60 -3.77
46 Cl 3.99 -4.54 -5.50
47 Cl 4.76 -5.61 -2.91
48 Cl 3.53 -2.99 -3.08
49 H 2.61 -5.05 -3.67

---

Entry 5:
Density functional theory data (wB97M-V/def2-TZVPD) for the molecule C20H16N4O4 at a distorted geometry.

Properties
HOMO energy = -8.98 eV
Gap between HOMO and LUMO = 8.862 eV
SMILES = N#CCCN(C(=O)Cn1nc(C(=O)O)c2ccccc2c1=O)c1ccccc1
LUMO energy = -0.1 eV
ΔE to the lowest compared entry with this formula, charge and spin = 59.34 kJ/mol

CARTESIAN COORDINATES (ANGSTROEM)
1 N -5.62 -1.58 -0.10
2 C -4.67 -2.04 0.34
3 C -3.48 -2.62 0.91
4 H -3.79 -3.34 1.67
5 H -2.93 -3.15 0.13
6 C -2.58 -1.55 1.55
7 N -1.98 -0.68 0.56
8 C -0.72 -0.94 0.15
9 O -0.08 -1.90 0.55
10 C -0.13 0.07 -0.84
11 N 1.30 0.14 -0.63
12 N 1.93 -1.00 -0.75
13 C 3.20 -1.12 -0.49
14 C 3.99 0.01 -0.09
15 C 5.37 -0.04 0.16
16 C 6.04 1.10 0.55
17 C 5.36 2.31 0.70
18 C 4.01 2.38 0.46
19 C 3.31 1.24 0.06
20 C 1.87 1.33 -0.18
21 O 1.19 2.32 -0.03
22 H 3.46 3.30 0.57
23 H 5.90 3.19 1.00
24 H 7.10 1.06 0.74
25 H 5.89 -0.98 0.04
26 C 3.70 -2.53 -0.62
27 O 4.86 -2.83 -0.73
28 O 2.73 -3.43 -0.61
29 H 1.86 -3.00 -0.49
30 H -0.54 1.07 -0.69
31 H -0.33 -0.28 -1.86
32 C -2.80 0.35 0.02
33 C -3.21 1.40 0.83
34 C -4.03 2.39 0.31
35 C -4.44 2.32 -1.01
36 C -4.03 1.28 -1.82
37 C -3.20 0.29 -1.31
38 H -2.89 -0.54 -1.93
39 H -4.35 1.23 -2.85
40 H -5.09 3.09 -1.41
41 H -4.35 3.20 0.94
42 H -2.88 1.45 1.85
43 H -1.77 -2.05 2.09
44 H -3.17 -0.94 2.25

---

Entry 6:
Density functional theory data (wB97M-V/def2-TZVPD) for a structure of composition C7H9NO2 at a distorted geometry.

Properties
HOMO energy = -8.53 eV
Gap between HOMO and LUMO = 9.119 eV
LUMO energy = 0.6 eV
ΔE to the lowest compared entry with this formula, charge and spin = 676.39 kJ/mol

CARTESIAN COORDINATES (ANGSTROEM)
1 C 3.02 -0.19 0.21
2 C 1.61 -0.64 -0.13
3 C 0.36 0.35 -0.06
4 C 0.66 1.72 0.23
5 C -1.42 1.35 -0.20
6 C -0.90 0.11 -0.28
7 C -1.72 -1.09 -0.47
8 H 2.80 0.28 1.22
9 H 3.42 -0.94 0.22
10 H 2.85 0.59 -0.35
11 H 1.57 2.12 0.21
12 H -0.78 3.27 -0.04
13 H -2.45 1.73 -0.09
14 H -1.18 -1.56 -1.07
15 H -2.74 -0.97 -1.01
16 H -2.85 -2.05 0.89
17 N -0.59 2.24 0.04
18 O 1.30 -1.92 -0.31
19 O -2.08 -1.56 0.80

---

Entry 7:
Density functional theory data (wB97M-V/def2-TZVPD) for a cluster of 2 separate species, C4H10O3 in total at a distorted geometry.

Properties
HOMO energy (alpha / beta) = -6.73 / -7.78 eV
Gap between HOMO and LUMO (alpha / beta) = 6.651 / 8.735 eV
LUMO energy (alpha / beta) = -0.1 / 1.0 eV
ΔE to the lowest compared entry with this formula, charge and spin = 549.63 kJ/mol

CARTESIAN COORDINATES (ANGSTROEM)
1 C -2.03 1.63 -0.95
2 O -1.29 1.20 0.16
3 C -0.44 0.14 -0.10
4 C 0.50 -0.07 1.06
5 O 0.18 -1.21 1.87
6 C 1.85 -0.22 0.59
7 O 2.40 -1.41 0.63
8 H -2.83 2.28 -0.58
9 H -2.48 0.79 -1.50
10 H -1.40 2.21 -1.65
11 H 0.40 -1.75 -1.26
12 H 0.02 0.22 -1.10
13 H 0.44 0.86 1.63
14 H -0.62 -1.56 1.43
15 H 2.48 0.58 0.20
16 H 1.07 -1.75 -1.60
17 H 1.76 -1.94 1.16

---

Entry 8:
Density functional theory data (wB97M-V/def2-TZVPD) for the molecule C7H7NO at a distorted geometry.

Properties
HOMO energy = -9.50 eV
Gap between HOMO and LUMO = 10.261 eV
SMILES = C#C[C@H]1C=CC(=O)N1C
LUMO energy = 0.8 eV
ΔE to the lowest compared entry with this formula, charge and spin = 210.75 kJ/mol

CARTESIAN COORDINATES (ANGSTROEM)
1 C 2.29 0.55 -1.50
2 C 1.48 0.53 -0.59
3 C -1.57 1.70 -0.16
4 C -0.31 1.89 0.19
5 C -1.84 0.30 -0.14
6 C 0.42 0.56 0.41
7 C -0.50 -1.84 0.10
8 N -0.70 -0.38 0.16
9 O -2.96 -0.22 -0.32
10 H 3.09 0.56 -2.22
11 H -2.41 2.36 -0.31
12 H 0.14 2.91 0.43
13 H 0.95 0.43 1.34
14 H -0.90 -2.41 0.97
15 H -1.06 -1.94 -0.80
16 H 0.58 -2.11 0.11

---

Entry 9:
Density functional theory data (wB97M-V/def2-TZVPD) for a cluster of 2 separate species, CH7N3 in total at a distorted geometry.

Properties
Spin multiplicity = 2
HOMO energy (alpha / beta) = 1.24 / -5.11 eV
Gap between HOMO and LUMO (alpha / beta) = 2.897 / 9.115 eV
LUMO energy (alpha / beta) = 4.1 / 4.0 eV
Net charge = -1
ΔE to the lowest compared entry with this formula, charge and spin = 39.02 kJ/mol

CARTESIAN COORDINATES (ANGSTROEM)
1 N 2.29 -0.12 -0.03
2 H 2.46 0.90 0.00
3 H 2.91 -0.46 0.71
4 H 2.67 -0.32 -0.96
5 N -0.61 0.55 -0.19
6 C -1.77 0.06 0.29
7 N -1.96 -1.18 0.64
8 H -0.58 1.31 -0.85
9 H 0.19 -0.06 -0.32
10 H -2.66 0.69 0.21
11 H -2.95 -1.37 0.51